Record 1
Below is a single CH2IOP molecule, with properties calculated with ωB97M-V/def2-TZVPD.

Output
E (hartree): -753.5613
Kohn-Sham gap (Eh): 0.3349
Largest force on an atom (eV/Å): 3.24
Relative energy (zero: lowest compared OMol25 entry of this formula, charge and spin) (kcal per mole): 7.2
HOMO energy (eV): -9.6885

```
! RIJCOSX wB97M-V def2-TZVPD def2/J DEFGRID3
* xyz 0 1
I 1.76494 -1.04546 -0.04265
P 0.13193 1.29859 0.43357
O 0.03079 2.23803 -0.69197
C -0.38796 -0.50112 0.01493
H -0.87384 -1.01844 -0.83350
H -0.66585 -0.97160 1.11963
*
```


Record 2
Below is 11 unconnected molecules or ions with the total composition C40H111N9O13, with properties calculated with ωB97M-V/def2-TZVPD.

Output
E (hartree): -3061.3065
Kohn-Sham gap (Eh): 0.3178
SMILES: COC[C@H](C)N.COC[C@H](C)N.COC[C@H](C)N.COC[C@H](C)N.COC[C@H](C)N.COC[C@H](C)N.COC[C@H](C)N.COC[C@H](C)N.COC[C@H](C)N.OCCO.OCCO
Largest force on an atom (eV/Å): 1.79
Relative energy (zero: lowest compared OMol25 entry of this formula, charge and spin) (kcal per mole): 97.9
HOMO energy (eV): -8.1135

```
! RIJCOSX wB97M-V def2-TZVPD def2/J DEFGRID3
* xyz 0 1
O 1.51655 -4.59463 5.38948
O 5.10271 -1.44163 1.89330
O -4.61009 -2.95925 1.26520
O -1.36471 6.03826 2.19911
O -1.43114 -0.57521 -1.47958
O -3.69953 -3.19816 -3.94435
O 2.74025 -1.93938 -5.11087
O -2.19908 4.91892 -2.46915
O -2.93557 1.78768 -0.66982
O 3.98188 5.30535 -1.05935
O 0.58431 3.10627 5.46186
O -3.03218 -0.51107 -6.93897
O 0.89293 -0.35382 1.33084
N 3.92492 0.51969 -4.01979
N 4.98281 -2.50588 -1.04993
N 0.27057 -3.12057 2.24549
N -0.94543 -1.58356 -4.10758
N 1.82632 1.94952 2.94712
N -3.64901 -5.32239 -1.78607
N -4.06972 0.64359 1.87292
N -1.38353 2.62596 3.54489
N 0.77915 4.00392 -2.34154
C 1.63160 1.26035 4.25983
C 3.15202 4.61744 -1.97256
C -3.43430 -1.11785 -8.13549
C 0.72525 4.13356 6.44516
C -4.87394 -1.56439 1.19411
C 2.15888 -1.18228 -4.07409
C -0.24360 -2.37673 4.50229
C 4.35705 -2.53297 1.38313
C -2.10806 2.69897 -1.37034
C 0.98467 -4.54328 4.08409
C -4.66409 -2.31961 -4.52024
C -1.95605 -1.14055 -6.30860
C -2.85365 -4.09736 -1.79984
C -1.56037 -4.45736 -2.55270
C -0.40027 7.02106 1.92895
C -0.16400 0.03693 0.46429
C -2.81679 4.37838 4.30313
C -0.80927 4.84527 2.72449
C -1.95819 3.90813 3.13570
C 2.26659 0.40322 -2.15591
C 2.72456 -3.04942 -0.52012
C 3.93813 -2.22999 -0.05341
C 3.79311 -2.81821 -4.81642
C -1.56095 -0.52898 -4.96263
C 5.28251 5.47037 -1.57715
C -2.66918 4.11924 -1.38575
C 1.73735 2.28426 5.40307
C -3.99551 -1.18331 3.52102
C 5.61120 -1.66589 3.20123
C -5.57038 -3.69594 0.55871
C 1.71207 4.73279 -1.46864
C -0.58846 0.64024 -5.04775
C 1.56706 -5.87148 5.95417
C 0.74662 -3.09037 3.63204
C -3.63093 -2.97534 -2.53510
C 1.60497 3.98687 -0.11846
C -0.45718 -1.02918 -0.55243
C -3.91480 -0.76632 2.06975
C 3.10607 -0.35646 -3.18636
C 2.69863 0.16175 4.28146
H -0.60467 2.38297 2.94200
H 1.60760 -1.89159 -3.43313
H -4.61725 -3.00173 -2.06040
H -2.43289 4.73815 -0.51449
H -1.02869 -1.26552 -6.89193
H 3.48272 -2.48373 2.05127
H 1.52721 0.99300 -2.70212
H 0.04390 7.34641 2.87805
H -3.76273 4.08035 -1.37426
H 3.40432 -3.68080 -4.25561
H -0.92399 7.87989 1.50750
H -3.10427 -6.15518 -1.59741
H 4.79371 -1.85910 3.89973
H -0.17864 4.36380 1.96470
H -2.54392 0.93172 -0.88553
H -0.75996 -3.71604 -2.62528
H 0.66422 0.75715 4.29984
H 1.23633 0.40358 1.84044
H 2.80184 -3.47330 -1.52383
H 0.48717 -1.31628 -1.03492
H 2.60396 2.90418 5.14914
H 1.35441 -0.57284 -4.49303
H -0.92481 2.75904 4.46082
H -0.56847 -1.40724 4.12303
H 0.12194 0.98835 -0.00144
H -2.54400 3.84839 2.21320
H 3.55296 -1.21306 -0.15584
H 1.86253 1.74059 6.34459
H -3.19414 -1.99181 -2.34906
H -4.93016 -0.91654 4.02326
H 0.61831 4.58943 -3.15754
H 1.90031 2.93783 -0.18926
H 1.56821 4.80354 6.26041
H 0.35975 -2.15760 1.91795
H 2.54589 -0.54926 5.09777
H 6.35713 -2.45845 3.31443
H -4.28790 -0.55327 -8.51077
H -5.66018 -2.38030 -4.07688
H 1.44203 -5.92412 7.03539
H -1.59135 -2.37052 -4.10032
H -3.73983 -2.15575 -7.96093
H 2.86541 1.00446 -1.47490
H 4.51232 -2.42639 -4.08498
H 5.35832 6.09168 -2.47551
H 0.21154 -2.13618 5.47027
H -3.78488 1.01211 0.96705
H 4.27560 -3.03528 -5.76427
H -1.87907 -4.70844 -3.56580
H -1.11575 -2.97899 4.76008
H -1.08052 -5.34247 -2.13109
H 1.76212 -2.67162 3.69995
H 1.80568 -2.46498 -0.51164
H -1.14358 1.49054 -5.45256
H -5.88680 -1.30586 1.52768
H 1.45905 5.79380 -1.39361
H -1.01681 0.31192 1.09865
H 3.33565 1.25216 -4.41371
H -2.85266 4.83630 -3.16942
H 1.38313 2.86757 2.98249
H -3.91210 -2.26924 3.58407
H 0.98147 -3.64655 1.74022
H 0.35821 6.68307 1.21473
H 3.64858 0.61995 4.57743
H 2.80309 2.24279 3.00230
H -5.42006 -4.77046 0.66453
H -4.79472 -1.26222 0.14332
H 0.59658 4.01918 0.30331
H 6.14988 -0.73195 3.35352
H -0.02802 -4.97015 4.08872
H -4.33005 -1.30467 -4.27911
H -0.18910 4.71702 6.36883
H 0.25568 0.46324 -5.71581
H -1.08495 2.60574 -0.99325
H 2.59551 -3.95726 0.08137
H -0.10865 4.00796 -1.85542
H -6.58567 -3.52169 0.93358
H 2.26040 4.38303 0.66176
H -0.25020 0.93490 -4.05420
H -4.06418 -5.55898 -2.68107
H 0.83439 3.65918 7.42164
H -2.19474 4.67570 5.15584
H -2.70175 -3.67561 -0.80512
H -3.19143 -0.74983 4.11712
H 1.73511 -0.35481 -1.57657
H 4.22948 0.03085 -4.85710
H 3.20619 5.07426 -2.96825
H -5.54499 -3.50094 -0.51747
H -3.53005 1.21720 2.50933
H 2.77413 -0.39857 3.35368
H 1.54287 -5.12629 3.34447
H 5.92312 -2.36583 -0.68450
H 2.44737 -6.44953 5.65667
H -0.09404 -1.91780 -4.55085
H -2.63929 -1.04569 -8.88600
H 5.67976 4.50066 -1.90462
H 3.46464 3.56792 -1.99183
H 0.73124 -6.50457 5.62204
H 4.93406 -3.52226 -1.11177
H -2.14292 -2.21177 -6.13736
H 4.86747 -3.50217 1.42670
H 3.81111 -1.06479 -2.74367
H -4.65466 -2.44982 -5.59776
H 5.93021 5.84699 -0.78942
H -3.50052 3.59578 4.63023
H -3.41938 5.28612 4.22192
H -2.05425 2.34638 -2.40961
H -0.13881 5.05725 3.56824
H -2.91707 -1.10499 1.73774
H -2.46117 -0.16370 -4.46468
H -0.70723 -2.02032 -0.15537
H -1.09860 -0.85659 -2.35649
*
```


Record 3
Below is 5 unconnected molecules or ions with the total composition C24H59NO5S4, with properties calculated with ωB97M-V/def2-TZVPD.

Output
E (hartree): -2973.0998
Kohn-Sham gap (Eh): 0.3230
Largest force on an atom (eV/Å): 2.81
Relative energy (zero: lowest compared OMol25 entry of this formula, charge and spin) (kcal per mole): 165.3
HOMO energy (eV): -8.3902

```
! RIJCOSX wB97M-V def2-TZVPD def2/J DEFGRID3
* xyz 0 1
S -7.91966 -4.59699 -4.44235
S -0.31795 7.06586 6.61390
S -3.50494 -1.21705 -2.70990
S 4.85446 -2.32959 -5.30972
O 2.59733 3.75012 4.67057
O -7.71392 -3.67748 -3.27557
O -0.74353 8.50381 6.63296
O 5.06020 -1.41008 -4.14294
O -2.55359 -2.05098 -1.90449
N 1.54312 0.52869 3.35692
C 1.12225 6.93952 5.52646
C 4.40153 -3.95204 -4.65002
C -4.99888 -0.98433 -1.71660
C 0.71178 2.19041 -1.58529
C -8.37258 -6.21943 -3.78266
C 6.48846 -2.82261 -5.90963
C 2.71521 -1.65667 2.39140
C -1.65484 -0.25021 0.51647
C -2.42002 -1.50946 1.27184
C 3.04804 0.79277 -1.51396
C -6.28566 -5.09001 -5.04227
C 3.80280 -0.66227 -1.51066
C -1.45349 6.17601 5.52228
C 1.60475 3.09478 3.80350
C 0.13850 2.39893 -0.06229
C 3.35944 -1.67514 -0.30027
C -1.52752 2.38089 0.02902
C 2.33363 1.79594 3.11449
C 1.42471 0.71458 -1.84099
C -2.08239 1.23197 1.10325
C -4.26831 -2.29878 -3.94279
C 2.41853 -0.65689 3.69827
C 2.88091 2.96715 5.88493
C 2.82410 -0.81557 0.98875
H -1.83303 -0.34984 -0.64629
H -4.74900 -0.36085 -0.85503
H 3.67189 -1.14632 -2.58765
H -5.68410 -5.47687 -4.21600
H -1.10380 5.14959 5.38954
H 1.95716 7.46674 5.99386
H 3.28443 1.46228 -0.55444
H 1.31405 0.37038 -2.97841
H 1.88528 -1.31378 4.53928
H 3.46532 -0.35946 4.15252
H -3.50969 -1.23082 1.62124
H 1.38880 5.88801 5.39371
H 3.41625 -3.87451 -4.18452
H 1.23683 3.79102 2.90797
H 0.44168 3.50534 0.26181
H -5.79305 -4.21274 -5.46827
H -1.89286 3.42141 0.47225
H 3.51676 1.40723 -2.42403
H -2.44249 6.16294 5.98646
H 3.47074 1.71287 3.46386
H -3.25203 1.33862 1.28893
H 0.58887 1.65663 0.72276
H 2.57067 -2.48543 -0.67456
H -8.41503 -6.94639 -4.59757
H -9.35787 -6.14191 -3.31715
H 0.85349 0.32508 2.60069
H 1.95065 -2.55815 2.35572
H -5.37130 -1.95052 -1.36797
H 6.37868 -3.58591 -6.68343
H -1.51496 6.67979 4.55445
H 4.96749 -0.43502 -1.38740
H 2.39718 1.98507 1.93750
H -7.64279 -6.53650 -3.03392
H 1.57557 2.99815 -1.72861
H 7.09002 -3.20947 -5.08336
H 3.78683 -2.13606 2.57877
H 0.64610 2.70754 4.35430
H -5.05466 -1.75392 -4.47024
H -2.43413 -2.42151 0.51115
H 3.55258 0.10026 1.16224
H -6.39543 -5.85330 -5.81607
H -3.50109 -2.60639 -4.65729
H 1.77251 -0.36062 0.74659
H -2.02919 2.26448 -1.02504
H 5.13133 -4.26911 -3.90128
H 3.38619 1.92634 5.69546
H -0.49372 -0.37397 0.71439
H 4.35909 -4.67900 -5.46493
H 4.34232 -2.24660 0.06333
H 0.84989 -0.08554 -1.20923
H -5.76180 -0.48164 -2.31627
H -1.49294 1.36878 2.12357
H 0.90227 7.39646 4.55870
H 6.98107 -1.94534 -6.33564
H -1.72344 -1.86179 2.17388
H 3.67307 3.60397 6.50845
H 1.91906 2.78415 6.56076
H -0.10218 2.30453 -2.43493
H -4.68600 -3.18422 -3.45722
*
```


Record 4
Below is a molecular structure, C6H13N2O10P2Tl, with properties calculated with ωB97M-V/def2-TZVPD.

Output
E (hartree): -1953.8677
Kohn-Sham gap (Eh): 0.2273
Largest force on an atom (eV/Å): 1.76
Relative energy (zero: lowest compared OMol25 entry of this formula, charge and spin) (kcal per mole): 0.0
HOMO energy (eV): -1.5347

```
! RIJCOSX wB97M-V def2-TZVPD def2/J DEFGRID3
* xyz -2 1
Tl -0.10385 0.77017 2.16715
P 2.96298 0.54808 -0.68044
P 0.07873 -0.01728 -1.56619
O -0.84196 -0.08127 -2.72999
O 4.34805 1.28196 -1.21828
O -0.41949 0.65881 -0.31083
O 0.46480 -1.77294 1.34521
O -4.18087 -1.13545 2.23138
O 0.58593 -1.45088 -1.15723
O 3.24147 -0.99971 -0.94454
O 2.60498 0.97818 0.70219
O 1.61067 2.35764 -2.15124
O -0.40194 -3.82608 1.67797
N -2.36957 1.90322 1.22416
N -1.92834 -0.69990 2.37642
C 1.73363 0.94753 -2.04328
C 2.26448 0.35728 -3.40646
C -1.56947 -2.09341 2.66650
C -3.52491 1.10881 1.61370
C -3.21188 -0.37807 2.12203
C -0.38428 -2.61466 1.81686
H -1.86737 1.54733 0.39341
H -4.23605 0.96467 0.76245
H 2.39429 -1.55453 -0.81593
H 0.49432 -1.59273 -0.03709
H -2.41767 2.92036 1.09488
H -1.36383 -2.33146 3.71313
H -4.06899 1.61794 2.45733
H -2.43015 -2.69538 2.37139
H 2.09550 -0.75527 -3.41046
H 4.61633 2.01550 -0.68230
H 0.81642 2.69074 -1.75901
H 1.66933 0.72242 -4.29564
H 3.33871 0.60837 -3.52724
*
```


> What is the formula in the first record?

CH2IOP


> largest force on an atom of number 4 (C6H13N2O10P2Tl)?

1.76 eV/Å